This record from OMol25 describes 2 unconnected molecules or ions with the total composition C4H12N2. The level of theory is ωB97M-V/def2-TZVPD.

Last column: natural (NBO) charge in e.
Cartesian coordinates (Å):
C  -1.994448  1.425498  -0.801800  -0.070
N  -2.049799  2.678411  -0.929910  -0.374
C  -0.967025  3.281407  -1.721508  -0.445
H  -1.227756  0.823474  -1.305342  0.134
H  -2.834064  0.896480  -0.354565  0.173
H  -1.376413  3.491560  -2.705850  0.208
H  -0.127963  2.587801  -1.869908  0.167
H  -0.578612  4.152700  -1.204789  0.207
C  2.333611  -1.869776  0.192028  -0.610
C  1.115416  -1.871293  1.159057  -0.214
N  0.934501  -3.084850  1.925161  -0.881
H  2.645417  -0.834266  0.052297  0.202
H  3.155197  -2.437712  0.626799  0.201
H  2.041754  -2.266027  -0.776928  0.202
H  1.230031  -1.005102  1.822979  0.152
H  0.310993  -1.562910  0.488170  0.186
H  -0.031323  -3.315869  2.048128  0.384
H  1.685437  -3.220488  2.571718  0.378

Force components x, y, z for each atom (eV/Å):
C -0.524 0.055 -0.705
N 0.496 -0.038 -0.074
C -0.085 -0.802 0.391
H 0.140 -0.046 0.277
H 0.184 0.048 0.308
H 0.027 0.517 0.002
H -0.044 -0.042 0.031
H -0.188 0.301 -0.226
C -0.497 0.031 0.765
C 1.011 1.149 -0.472
N -0.044 0.570 -2.156
H 0.150 -0.029 -0.085
H 0.121 -0.018 -0.197
H 0.208 -0.287 -0.021
H 0.072 0.050 0.081
H -0.673 -0.696 0.487
H 0.252 -0.381 0.946
H -0.606 -0.383 0.649

relative energy (zero: lowest compared OMol25 entry of this formula, charge and spin) = 174.7 kJ/mol
gap between HOMO and LUMO = 9.7 eV
LUMO = 0.919 eV

=====

This record from OMol25 describes a molecular structure, C9H17HoN3O6. The level of theory is ωB97M-V/def2-TZVPD.

Last column: natural (NBO) charge in e.
Cartesian coordinates (Å):
Ho  1.497698  0.414565  1.158374  1.896
O  3.848645  -2.768608  1.719200  -0.507
C  3.111768  -1.884748  1.437368  0.712
O  2.255634  -1.181885  2.201857  -0.838
C  2.836021  -1.249273  0.057096  0.649
O  1.939795  -1.725632  -0.652235  -0.697
O  3.179589  -0.013661  -0.044432  -0.737
N  0.550797  -0.103967  -2.376800  -0.694
C  -0.444602  -0.088498  -1.254738  0.023
C  -1.394791  1.086351  -1.213663  -0.435
C  -1.975215  1.138111  0.209417  -0.035
N  -0.911613  1.535897  1.178912  -0.864
C  -2.575446  -0.207632  0.615662  -0.430
C  -1.658359  -1.409968  0.394020  -0.040
N  -0.494103  -1.373757  1.320883  -0.866
C  -1.139426  -1.414897  -1.046028  -0.438
H  0.980585  0.820920  -2.484960  0.456
H  0.153078  -0.405905  -3.265724  0.434
H  1.273911  -0.743526  -2.064881  0.480
H  0.162118  0.036717  -0.396890  0.152
H  -2.206351  0.957654  -1.934140  0.233
H  -0.880320  2.022025  -1.439781  0.243
H  -2.772174  1.881219  0.218501  0.216
H  -1.322557  1.536286  2.109883  0.393
H  -0.658028  2.505755  1.003460  0.396
H  -3.481090  -0.363826  0.024300  0.240
H  -2.902987  -0.168312  1.659675  0.227
H  -2.237771  -2.318159  0.555912  0.218
H  0.073226  -2.208034  1.178091  0.409
H  -0.824669  -1.451411  2.279643  0.398
H  -1.977153  -1.518289  -1.741080  0.231
H  -0.457788  -2.253137  -1.198611  0.252
O  2.137381  2.407129  1.667169  -0.738
C  2.126362  2.764251  0.432594  0.659
O  1.481403  2.112389  -0.432538  -0.751
H  2.706443  3.633871  0.124486  0.154

Force components x, y, z for each atom (eV/Å):
Ho -2.791 0.927 1.549
O 0.035 -0.156 0.173
C -0.269 0.316 0.074
O 1.284 -1.624 0.552
C 0.907 -0.389 -0.151
O -0.340 -0.418 -0.535
O 0.932 -0.692 -0.594
N -0.953 0.841 -0.238
C -0.285 0.068 -0.465
C -0.107 0.012 -0.097
C 0.098 0.020 0.112
N -0.007 0.106 -0.111
C -0.048 -0.015 0.027
C 0.102 0.030 0.142
N 0.039 -0.028 -0.191
C -0.076 -0.089 -0.147
H -0.020 -0.007 0.041
H -0.005 0.020 0.001
H 0.952 -0.868 0.336
H 0.228 -0.069 -0.067
H -0.012 0.028 0.025
H 0.020 -0.006 0.011
H -0.060 0.052 0.002
H 0.002 -0.022 -0.011
H -0.018 0.005 -0.009
H 0.006 -0.009 0.018
H 0.030 0.002 -0.033
H -0.050 -0.076 0.000
H -0.009 -0.013 0.006
H 0.007 0.059 -0.004
H 0.008 -0.051 0.029
H 0.031 0.025 0.016
O 0.304 1.133 -0.640
C -0.106 0.113 0.333
O 0.102 0.597 -0.223
H 0.068 0.178 0.069

total charge = +1
multiplicity = 5
relative energy (zero: lowest compared OMol25 entry of this formula, charge and spin) = 80.9 kJ/mol
gap between HOMO and LUMO (spin up / spin down) = 9.6 / 9.6 eV
LUMO (spin up / spin down) = -2.885 / -2.884 eV

=====

This record from OMol25 describes a molecular structure, C3H2FGaO2. The level of theory is ωB97M-V/def2-TZVPD.

Last column: natural (NBO) charge in e.
Cartesian coordinates (Å):
O  -0.620431  -0.250158  1.883809  -0.187
C  -0.803901  0.306348  0.807605  0.681
O  -1.932959  0.678331  0.318450  -0.730
C  1.417654  -0.527329  0.028572  -0.096
C  0.319550  0.191919  -0.187037  0.250
H  1.324146  -1.462221  0.578706  0.308
H  2.336892  -0.339012  -0.524718  0.295
F  -0.144358  0.376312  -1.503405  -0.352
Ga  -1.896594  1.025810  -1.401981  1.832

Force components x, y, z for each atom (eV/Å):
O -0.823 1.647 -1.485
C 2.368 -3.112 1.014
O -1.934 0.764 1.771
C 1.470 -1.041 -0.942
C -1.300 -0.452 1.671
H 0.544 0.572 1.334
H -0.105 -0.372 -0.446
F 1.989 1.041 -0.929
Ga -2.209 0.952 -1.989

total charge = +2
gap between HOMO and LUMO (spin up / spin down) = 4.9 / 4.2 eV
LUMO (spin up / spin down) = -15.577 / -15.786 eV

=====

This record from OMol25 describes 2 unconnected molecules or ions with the total composition C3H4O4S. The level of theory is ωB97M-V/def2-TZVPD.

Last column: natural (NBO) charge in e.
Cartesian coordinates (Å):
C  0.071738  1.067621  0.124631  0.781
C  0.564862  0.150593  1.086583  -0.016
C  0.440966  -1.384018  1.191462  -0.634
O  -0.784715  0.895689  1.053379  -0.429
O  -2.024920  1.554014  -2.616547  -0.852
O  0.300602  1.767648  -0.760799  -0.576
O  -0.442959  -0.313168  -2.611450  -0.881
S  -0.727270  1.055731  -2.879887  1.710
H  1.249476  0.582155  1.845406  0.205
H  1.285204  -1.901349  0.700156  0.235
H  -0.468271  -1.848693  0.711823  0.244
H  0.535288  -1.626223  2.155242  0.213

Force components x, y, z for each atom (eV/Å):
C 1.002 -1.732 1.705
C 0.359 -1.999 1.480
C -0.232 0.891 -4.603
O -1.342 -0.013 1.349
O -1.049 0.219 0.270
O 0.472 2.747 -3.317
O -0.036 -0.736 0.212
S 0.833 0.351 -1.066
H -0.525 -0.213 -0.467
H -0.131 0.557 -0.035
H 0.758 0.952 0.619
H -0.108 -1.026 3.852

relative energy (zero: lowest compared OMol25 entry of this formula, charge and spin) = 220.1 kJ/mol
gap between HOMO and LUMO = 10.7 eV
LUMO = -0.214 eV

=====

This record from OMol25 describes a single C4H8O3 molecule. The level of theory is ωB97M-V/def2-TZVPD.

Last column: natural (NBO) charge in e.
Cartesian coordinates (Å):
O  1.918949  -1.131613  1.556962  -0.712
C  1.749947  0.209960  1.194512  -0.227
C  0.968988  0.506810  -0.047278  0.231
C  -1.626918  0.452182  -0.504730  -0.103
O  -1.409522  1.516473  -1.387665  -0.724
C  -0.832673  -0.784680  -0.875211  -0.086
O  0.545732  -0.672309  -0.458992  -0.544
H  1.575227  -1.645650  0.808635  0.478
H  1.040484  0.712064  1.893542  0.218
H  2.684102  0.773446  1.264987  0.209
H  -2.689367  0.197711  -0.522161  0.195
H  -1.377704  0.729622  0.534413  0.174
H  -0.488084  1.787944  -1.222958  0.491
H  -0.896000  -1.002658  -1.941240  0.206
H  -1.163163  -1.649302  -0.292817  0.195

Force components x, y, z for each atom (eV/Å):
O 0.226 -0.078 -0.162
C 0.205 0.343 -0.126
C -0.041 -0.404 0.309
C -0.185 -0.278 0.128
O 0.195 0.181 0.001
C -0.313 -0.043 -0.144
O -0.014 0.233 0.296
H 0.057 -0.003 0.314
H 0.197 -0.056 -0.046
H -0.018 0.007 -0.044
H 0.033 0.049 -0.131
H -0.126 -0.080 -0.186
H -0.112 -0.004 -0.023
H 0.104 0.066 0.013
H -0.209 0.068 -0.200

relative energy (zero: lowest compared OMol25 entry of this formula, charge and spin) = 433.0 kJ/mol
gap between HOMO and LUMO = 9.6 eV
LUMO = 0.463 eV

=====

This record from OMol25 describes a single C18H26N2O4 molecule. The level of theory is ωB97M-V/def2-TZVPD.

Last column: natural (NBO) charge in e.
Cartesian coordinates (Å):
C  -5.166832  -2.568037  -1.773628  -0.619
C  -4.892474  -2.311089  -0.290629  -0.205
N  -4.856777  -0.901364  0.031200  -0.442
C  -6.118029  -0.317885  0.432718  -0.206
C  -6.332309  -0.370134  1.946606  -0.618
C  -3.709382  -0.167775  -0.043883  0.314
C  -3.645714  1.153624  0.439172  -0.325
C  -2.488251  1.887535  0.358825  -0.110
C  -1.327352  1.348918  -0.199523  -0.253
C  -0.115860  2.169791  -0.252288  0.793
O  -0.018852  3.298183  0.170060  -0.601
O  0.919827  1.509135  -0.831471  -0.529
C  2.166140  2.176529  -0.904595  -0.178
C  3.260040  1.460063  -0.115504  0.665
O  4.428118  1.764099  -0.239022  -0.637
N  2.805975  0.530112  0.747353  -0.606
C  3.703509  -0.369559  1.423779  -0.260
C  3.747444  -1.747133  0.723150  0.089
C  4.977736  -2.550769  1.162833  -0.426
C  6.057580  -2.067279  0.185214  -0.442
C  5.256154  -1.413201  -0.959106  -0.088
O  3.881229  -1.614524  -0.671486  -0.525
C  -1.374805  0.039516  -0.680644  -0.124
C  -2.532265  -0.697084  -0.607648  -0.328
H  -4.395953  -2.114064  -2.390482  0.212
H  -5.189419  -3.636852  -1.969433  0.212
H  -6.125497  -2.142809  -2.061320  0.207
H  -5.683558  -2.772097  0.307409  0.199
H  -3.950657  -2.778882  0.005291  0.203
H  -6.918511  -0.873214  -0.064022  0.199
H  -6.173836  0.714090  0.079108  0.204
H  -7.291622  0.071387  2.203193  0.212
H  -5.546129  0.173067  2.464042  0.212
H  -6.320295  -1.399887  2.296357  0.206
H  -4.507659  1.612652  0.893790  0.213
H  -2.454835  2.898676  0.735502  0.234
H  2.473533  2.230674  -1.952949  0.215
H  2.058450  3.196447  -0.512404  0.243
H  1.839527  0.250211  0.662136  0.405
H  4.689904  0.097623  1.392262  0.229
H  3.389868  -0.495880  2.463696  0.201
H  2.802287  -2.273165  0.896170  0.184
H  4.786698  -3.615357  1.028989  0.212
H  5.235458  -2.367179  2.203391  0.212
H  6.715496  -1.337620  0.654035  0.211
H  6.666807  -2.893363  -0.175804  0.215
H  5.447175  -1.873069  -1.930748  0.185
H  5.468439  -0.339681  -1.026608  0.196
H  -0.493297  -0.395070  -1.126827  0.228
H  -2.520708  -1.696635  -1.009573  0.212

Force components x, y, z for each atom (eV/Å):
C 0.070 -0.006 0.280
C 0.057 -0.134 -0.335
N -0.097 -0.059 0.003
C -0.068 0.125 0.342
C -0.003 0.049 -0.285
C 0.188 0.085 -0.018
C -0.168 0.046 0.012
C 0.334 -0.050 -0.125
C -0.293 -0.208 0.008
C 0.137 0.508 0.179
O -0.056 -0.265 -0.109
O -0.114 -0.248 -0.046
C 0.433 0.541 -0.076
C -0.579 0.029 -0.037
O 0.259 0.195 -0.186
N -0.325 -0.227 0.249
C 0.117 -0.253 -0.236
C -0.014 0.067 0.447
C -0.278 0.031 -0.129
C -0.056 0.060 -0.095
C 0.413 0.151 -0.248
O -0.227 -0.062 -0.056
C 0.071 0.307 0.096
C -0.075 -0.224 0.000
H 0.066 0.033 -0.084
H -0.021 -0.126 -0.088
H -0.097 0.033 -0.051
H 0.105 0.016 0.040
H -0.098 -0.005 0.061
H 0.054 0.087 -0.051
H -0.054 -0.090 -0.052
H -0.117 0.041 0.098
H 0.065 0.050 0.076
H -0.006 -0.096 0.056
H -0.102 0.011 0.053
H -0.017 0.082 0.043
H -0.023 -0.059 0.176
H 0.124 -0.254 -0.101
H 0.103 0.121 -0.065
H -0.039 -0.053 0.124
H 0.120 -0.009 -0.034
H 0.084 0.027 0.016
H -0.010 0.008 0.062
H 0.026 -0.043 0.090
H 0.053 -0.009 -0.012
H 0.049 0.013 0.039
H 0.023 0.048 0.065
H -0.017 -0.136 -0.004
H 0.044 -0.052 -0.047
H -0.043 -0.096 -0.043

relative energy (zero: lowest compared OMol25 entry of this formula, charge and spin) = 40.8 kJ/mol
gap between HOMO and LUMO = 8.6 eV
LUMO = 0.645 eV